# 1
Density functional theory data (wB97M-V/def2-TZVPD) for a structure of composition C26H48BClHfNP at a distorted geometry.

Each line ends with the Löwdin charge.
Atoms and positions in Å:
Hf (1.282, -0.208, 2.242)  0.985
Cl (1.311, -0.343, 4.605)  0.003
P (0.121, 0.292, -0.018)  1.080
C (-3.151, -1.169, 1.563)  -0.120
H (-3.995, -1.001, 0.906)  0.025
H (-2.842, -0.374, 2.252)  0.037
C (2.075, 0.476, -0.223)  -0.415
C (-0.705, 1.977, -0.171)  -0.401
C (2.360, 0.561, -1.733)  -0.219
H (2.282, 1.462, 0.223)  0.097
C (3.806, 0.963, -1.989)  -0.185
H (2.143, -0.406, -2.201)  0.094
H (1.699, 1.300, -2.201)  0.090
C (4.821, 0.049, -1.285)  -0.189
H (4.008, 0.975, -3.069)  0.119
H (3.943, 1.993, -1.635)  0.121
C (4.496, -0.193, 0.193)  -0.167
H (4.879, -0.909, -1.818)  0.116
H (5.831, 0.476, -1.369)  0.118
C (2.999, -0.595, 0.462)  -0.237
H (5.173, -0.945, 0.606)  0.117
H (4.698, 0.728, 0.753)  0.122
H (2.809, -1.570, 0.016)  0.121
H (2.993, -0.720, 1.627)  0.053
C (-0.576, -0.763, -1.389)  -0.391
C (-2.222, 1.809, -0.344)  -0.199
H (-0.494, 2.448, 0.803)  0.083
C (-2.930, 3.176, -0.366)  -0.180
H (-2.427, 1.315, -1.303)  0.096
H (-2.634, 1.121, 0.415)  0.085
C (-2.315, 4.168, -1.370)  -0.200
H (-3.990, 3.035, -0.610)  0.112
H (-2.886, 3.627, 0.635)  0.118
C (-0.793, 4.273, -1.253)  -0.191
H (-2.581, 3.873, -2.395)  0.111
H (-2.747, 5.165, -1.216)  0.110
C (-0.101, 2.904, -1.242)  -0.207
H (-0.394, 4.870, -2.083)  0.113
H (-0.538, 4.807, -0.327)  0.110
H (-0.202, 2.447, -2.238)  0.094
H (0.974, 3.049, -1.068)  0.106
C (0.177, -2.093, -1.596)  -0.209
H (-1.585, -0.987, -0.991)  0.114
C (-0.576, -2.997, -2.583)  -0.187
H (1.188, -1.894, -1.980)  0.093
H (0.315, -2.633, -0.652)  0.090
C (-0.840, -2.320, -3.935)  -0.197
H (-0.003, -3.920, -2.735)  0.113
H (-1.537, -3.281, -2.135)  0.116
C (-1.449, -0.917, -3.781)  -0.184
H (0.103, -2.243, -4.493)  0.111
H (-1.519, -2.944, -4.533)  0.111
C (-0.723, -0.051, -2.747)  -0.212
H (-1.438, -0.401, -4.753)  0.115
H (-2.501, -1.018, -3.481)  0.119
H (0.275, 0.190, -3.135)  0.099
H (-1.255, 0.899, -2.643)  0.078
C (-0.432, -1.824, 2.026)  -0.292
C (-2.396, -2.344, 1.607)  -0.309
H (-0.167, -2.069, 0.980)  -0.045
C (-2.907, -3.380, 2.618)  -0.196
H (-2.076, -2.819, 0.643)  0.095
C (-2.170, -3.254, 3.958)  -0.214
H (-3.968, -3.204, 2.816)  0.101
H (-2.847, -4.395, 2.235)  0.102
C (-0.716, -3.735, 3.872)  -0.198
H (-2.196, -2.198, 4.224)  0.108
H (-2.668, -3.814, 4.758)  0.106
C (0.142, -3.014, 2.774)  -0.347
H (-0.245, -3.640, 4.862)  0.099
H (-0.696, -4.813, 3.635)  0.104
H (1.118, -2.813, 3.237)  0.037
H (0.402, -3.798, 2.048)  0.093
B (1.174, 4.426, 3.050)  -0.396
C (1.097, 2.978, 2.683)  -0.157
N (1.098, 1.828, 2.388)  -0.078
H (0.999, 5.029, 2.001)  0.021
H (2.298, 4.601, 3.488)  0.030
H (0.343, 4.722, 3.890)  0.032

E_HOMO (alpha / beta) in Eh: -0.1775 / -0.1775

=====

# 2
Density functional theory data (wB97M-V/def2-TZVPD) for a cluster of 3 separate species, C26H48BrN3O8 in total at a distorted geometry.

Each line ends with the Löwdin charge.
Atoms and positions in Å:
C (3.527, -2.885, 0.772)  -0.140
C (3.946, -1.478, -0.021)  -0.674
Br (4.897, -0.203, 1.188)  0.650
C (2.702, -0.825, -0.883)  -0.128
C (1.770, 0.236, -0.049)  -0.271
C (2.129, 1.833, -0.039)  -0.112
C (3.381, 2.284, -0.991)  -0.275
N (4.039, 3.492, -0.290)  -0.067
O (1.544, -0.019, 1.413)  -0.059
C (0.529, -1.106, 1.615)  -0.232
O (0.120, -1.627, 2.778)  0.036
O (0.019, -1.475, 0.282)  0.029
C (0.238, -0.232, -0.532)  -0.324
O (0.003, -0.345, -2.008)  -0.038
C (-1.044, 0.673, -0.072)  -0.042
C (-2.493, 0.340, -0.837)  0.010
C (-3.912, 1.128, -0.465)  -0.060
C (-3.944, 2.329, 0.684)  -0.060
C (-2.490, 2.639, 1.423)  -0.051
C (-1.081, 1.836, 1.079)  -0.004
H (3.102, -3.671, -0.019)  0.104
H (4.552, -3.278, 1.241)  0.087
H (2.810, -2.709, 1.679)  0.078
H (4.748, -1.827, -0.834)  0.110
H (2.078, -1.756, -1.292)  0.137
H (3.202, -0.358, -1.862)  0.136
H (1.179, 2.437, -0.437)  0.128
H (2.307, 2.252, 1.064)  0.136
H (3.053, 2.711, -2.057)  0.129
H (4.233, 1.494, -1.116)  0.084
H (4.471, 3.046, 0.573)  0.060
H (3.304, 4.127, 0.100)  0.062
H (0.224, 0.565, -2.367)  0.139
H (-2.580, -0.512, -1.663)  0.101
H (-4.931, 0.844, -1.005)  0.084
H (-4.945, 2.905, 0.983)  0.092
H (-2.428, 3.483, 2.259)  0.074
H (-0.091, 2.116, 1.650)  0.087
C (-1.847, -0.600, 6.872)  -0.105
O (-0.846, 0.411, 6.808)  -0.194
C (-0.628, 0.921, 5.489)  -0.199
C (-1.213, 2.334, 5.332)  -0.205
N (-2.680, 2.316, 5.336)  -0.050
C (-3.300, 3.632, 5.531)  -0.197
C (-2.943, 4.423, 6.809)  -0.215
O (-3.455, 3.859, 8.018)  -0.182
C (-2.699, 2.771, 8.528)  -0.098
H (-1.761, -1.102, 7.843)  0.092
H (-2.843, -0.167, 6.813)  0.066
H (-1.713, -1.347, 6.085)  0.089
H (-1.005, 0.237, 4.715)  0.114
H (0.457, 0.987, 5.363)  0.122
H (-0.863, 2.769, 4.391)  0.105
H (-0.818, 2.939, 6.153)  0.095
H (-3.006, 1.702, 6.078)  0.064
H (-4.384, 3.464, 5.535)  0.120
H (-3.083, 4.254, 4.656)  0.102
H (-3.423, 5.405, 6.720)  0.119
H (-1.872, 4.627, 6.899)  0.108
H (-1.626, 2.891, 8.360)  0.088
H (-3.059, 1.837, 8.093)  0.066
H (-2.872, 2.707, 9.607)  0.090
C (1.746, -2.745, -9.087)  -0.109
O (0.738, -1.916, -8.518)  -0.198
C (-0.547, -2.541, -8.441)  -0.204
C (-0.896, -2.929, -6.995)  -0.206
N (-0.066, -4.040, -6.517)  -0.056
C (-0.100, -4.239, -5.063)  -0.190
C (0.316, -3.059, -4.158)  -0.219
O (1.706, -2.732, -4.210)  -0.193
C (2.087, -1.952, -5.333)  -0.096
H (2.603, -2.111, -9.341)  0.092
H (2.087, -3.490, -8.371)  0.066
H (1.395, -3.232, -10.000)  0.087
H (-0.627, -3.401, -9.123)  0.121
H (-1.271, -1.792, -8.776)  0.119
H (-1.949, -3.220, -6.942)  0.121
H (-0.760, -2.035, -6.380)  0.095
H (0.900, -3.878, -6.790)  0.063
H (0.575, -5.077, -4.851)  0.120
H (-1.106, -4.568, -4.779)  0.116
H (0.129, -3.371, -3.123)  0.119
H (-0.299, -2.167, -4.311)  0.102
H (1.318, -1.234, -5.625)  0.088
H (2.343, -2.608, -6.167)  0.066
H (2.994, -1.397, -5.076)  0.088

SMILES: C[C@H](Br)C[C@]1(CCN)OC(=O)O[C@@]1(O)c1ccccc1.COCCNCCOC.COCCNCCOC
E_HOMO in Eh: -0.3140